[1]
The following is a quantum chemistry calculation of a molecular structure, C3H11O4 at a distorted geometry, from the OMol25 dataset.

XYZ file:
```
18
Properties=species:S:1:pos:R:3:mulliken_charge:R:1
C 0.744 0.390 0.968 0.0337
C 1.156 -1.096 0.800 -0.5243
O 0.800 -1.609 -0.386 -0.8480
C -0.544 0.660 1.412 -0.6704
O 0.185 2.772 -0.879 -1.0402
H -0.395 0.539 0.218 0.3348
H 1.379 1.191 0.589 0.4303
H 2.261 -1.041 0.888 0.2731
H 0.712 -1.638 1.680 0.2654
H -0.638 -2.265 -0.491 0.4248
H -1.107 -0.181 1.805 0.2788
H -0.878 1.645 1.714 0.2770
H 0.243 3.594 -1.343 0.1258
H -0.157 1.462 -1.639 0.4916
O -0.396 0.555 -2.030 -0.7608
H -2.015 -2.075 -1.035 0.2928
H 0.181 -0.151 -1.723 0.3677
O -1.531 -2.753 -0.547 -0.7520
```

The value obtained for the strongest force on any atom is 1.46 eV Å⁻¹. The calculation puts the relative energy (zero: lowest compared OMol25 entry of this formula, charge and spin) at 100.2 kcal per mole. Its energy is -421.75129 a.u. As for the LUMO energy: 2.9 eV. Its net charge is -1. The multiplicity is 1. The HOMO-LUMO gap comes out at 7.19 eV.

***

[2]
The following is a quantum chemistry calculation of 2 unconnected molecules or ions with the total composition C4H12N2O at a distorted geometry, from the OMol25 dataset.

XYZ file:
```
19
Properties=species:S:1:pos:R:3:mulliken_charge:R:1
C -0.181 -0.418 2.786 -1.2885
C 0.510 -0.479 1.381 -0.2353
C -0.184 0.461 0.356 -0.4177
N -0.872 1.344 -2.467 -0.5289
C 0.295 1.507 -1.715 -0.1183
N 0.714 0.740 -0.756 -0.5521
H -1.148 -0.882 2.865 0.3407
H -0.436 0.660 3.006 0.2997
H 0.393 -0.881 3.507 0.3958
H 0.433 -1.507 0.963 0.1359
H 1.583 -0.227 1.397 0.3204
H -1.170 0.098 0.026 0.2322
H -0.477 1.403 0.914 0.3689
H -0.805 1.532 -3.458 0.2732
H -1.271 0.428 -2.256 0.2747
H 0.934 2.243 -2.074 0.4573
H 0.475 -2.713 -1.313 0.3533
H 0.804 -1.377 -1.225 0.3412
O 0.404 -1.931 -1.936 -0.6525
```

The value obtained for the strongest force on any atom is 3.29 eV Å⁻¹. The calculation puts the relative energy (zero: lowest compared OMol25 entry of this formula, charge and spin) at 56.8 kcal per mole. Its energy is -344.29458 a.u. As for the LUMO energy: 0.8 eV. The multiplicity is 1. Its SMILES is CCC/N=C\N.O. The HOMO-LUMO gap comes out at 9.09 eV.

***

[3]
The following is a quantum chemistry calculation of 8 unconnected molecules or ions with the total composition BF4H14O7 at a distorted geometry, from the OMol25 dataset.

XYZ file:
```
26
Properties=species:S:1:pos:R:3:mulliken_charge:R:1
B 0.757 -0.800 -0.249 0.5186
F 2.084 -0.591 0.081 -0.3578
F 0.679 -1.502 -1.481 -0.5262
F 0.045 -1.515 0.718 -0.4052
F 0.186 0.428 -0.388 -0.2900
O -2.898 -1.675 0.736 -0.6565
H -1.969 -1.745 0.579 0.3736
H -3.042 -1.168 1.528 0.2909
O 2.126 2.462 0.919 -0.6347
H 1.863 1.521 0.914 0.3116
H 2.053 2.830 1.799 0.2800
O -0.649 2.548 -1.950 -0.6934
H 0.026 2.265 -2.552 0.2991
H -0.585 1.737 -1.395 0.4475
O 0.478 -1.465 3.347 -0.6670
H -0.324 -1.949 3.596 0.3194
H 0.376 -1.637 2.425 0.3873
O -1.830 -0.873 -2.658 -0.6285
H -2.228 -1.698 -2.306 0.3112
H -0.958 -0.996 -2.273 0.3197
O -0.347 1.587 2.581 -0.6269
H -0.072 0.692 2.336 0.3360
H -0.552 1.509 3.550 0.2674
O 1.391 -0.005 -3.606 -0.6736
H 1.244 -0.582 -2.885 0.3859
H 2.149 0.609 -3.371 0.3119
```

The value obtained for the strongest force on any atom is 3.38 eV Å⁻¹. The calculation puts the relative energy (zero: lowest compared OMol25 entry of this formula, charge and spin) at 16.5 kcal per mole. Its energy is -959.72825 a.u. As for the LUMO energy: 2.8 eV. Its net charge is -1. The multiplicity is 1. The HOMO-LUMO gap comes out at 10.06 eV.

***

[4]
The following is a quantum chemistry calculation of a molecular structure, C33H16MnN9S, from the OMol25 dataset.

XYZ file:
```
60
Properties=species:S:1:pos:R:3:mulliken_charge:R:1
Mn -0.149 -0.007 -0.108 0.3283
C -2.352 -6.158 -0.466 -0.6418
C -1.391 -6.283 -1.481 -0.6343
C -0.550 -5.236 -1.810 -0.1568
C -0.696 -4.053 -1.097 0.2232
C -0.001 -2.782 -1.175 -0.1184
N -0.530 -1.927 -0.239 -0.0629
C -1.526 -2.583 0.437 -0.2103
N -2.263 -2.131 1.425 -0.6039
C -2.136 -0.911 1.910 -0.2356
C -2.905 -0.424 3.037 0.3340
C -3.862 -1.033 3.841 -0.1010
C -4.410 -0.274 4.858 -0.6816
C -4.015 1.056 5.071 -0.6157
C -3.061 1.658 4.272 -0.2315
C -2.512 0.894 3.248 0.3198
C -1.512 1.194 2.247 -0.1450
N -0.930 2.379 2.143 -0.5926
C 0.018 2.622 1.278 -0.2019
N 0.587 1.745 0.382 -0.1583
C 1.564 2.413 -0.307 -0.0582
N 2.356 1.943 -1.234 -0.4679
C 2.262 0.701 -1.684 -0.1199
N 1.357 -0.256 -1.330 0.1091
C 1.622 -1.397 -2.055 -0.2764
N 0.986 -2.548 -2.006 -0.5585
C 2.758 -1.152 -2.916 0.3126
C 3.426 -1.958 -3.832 -0.1010
C 4.503 -1.404 -4.497 -0.6643
C 4.909 -0.080 -4.258 -0.6709
C 4.246 0.719 -3.347 -0.1787
C 3.163 0.159 -2.679 0.1974
C 1.635 3.786 0.172 0.2691
C 2.441 4.848 -0.199 -0.1932
C 2.242 6.052 0.457 -0.6797
C 1.267 6.184 1.454 -0.6488
C 0.465 5.117 1.820 -0.0961
C 0.667 3.917 1.157 0.4595
N -1.307 0.088 1.468 0.0517
C -1.650 -3.929 -0.092 0.3774
C -2.494 -4.980 0.243 -0.1569
H -2.994 -7.000 -0.239 0.4018
H -1.309 -7.220 -2.017 0.3989
H 0.191 -5.325 -2.594 0.5590
H -4.160 -2.058 3.667 0.5621
H -5.162 -0.711 5.504 0.4012
H -4.469 1.620 5.876 0.4026
H -2.752 2.684 4.426 0.5524
H 3.107 -2.976 -4.014 0.5633
H 5.047 -1.999 -5.220 0.3953
H 5.756 0.318 -4.803 0.4010
H 4.541 1.743 -3.158 0.5706
H 3.181 4.737 -0.979 0.5634
H 2.845 6.911 0.192 0.3952
H 1.136 7.142 1.941 0.3999
H -0.296 5.211 2.584 0.5695
H -3.232 -4.869 1.027 0.5580
S -1.892 0.619 -1.834 -0.3123
C -1.154 2.098 -2.139 0.4357
N -0.609 3.104 -2.329 -0.5375
```

The value obtained for the strongest force on any atom is 0.38 eV Å⁻¹. Its energy is -3309.32646 a.u. As for the LUMO energy (alpha / beta): -1.8 / -2.1 eV. The multiplicity is 5. The HOMO-LUMO gap (alpha / beta) comes out at 5.12 / 4.86 eV. The expectation value of S² is 6.461.

***

[5]
The following is a quantum chemistry calculation of a gas-phase ion, C4H9N2 (charge +1) at a distorted geometry, from the OMol25 dataset.

XYZ file:
```
15
Properties=species:S:1:pos:R:3:mulliken_charge:R:1
C -1.201 0.000 -0.088 0.4770
C -0.094 1.092 0.156 -0.6135
C 0.817 -0.145 0.403 0.2434
C 2.083 -0.222 -0.386 -1.2434
N -0.310 -0.969 0.026 -0.0970
N -2.523 -0.186 -0.201 -0.4027
H 0.142 1.723 -0.628 0.3037
H -0.248 1.826 0.963 0.3335
H 0.937 -0.156 1.553 0.2598
H 2.624 0.668 -0.047 0.3445
H 2.055 -0.260 -1.468 0.3470
H 2.540 -1.091 0.042 0.3646
H -0.588 -1.896 0.129 0.1862
H -3.122 0.623 -0.403 0.2569
H -3.112 -1.008 -0.050 0.2401
```

The value obtained for the strongest force on any atom is 2.48 eV Å⁻¹. The calculation puts the relative energy (zero: lowest compared OMol25 entry of this formula, charge and spin) at 29.9 kcal per mole. Its energy is -267.05162 a.u. As for the LUMO energy: -3.4 eV. Its net charge is +1. The multiplicity is 1. Its SMILES is C[C@H]1CC(=[NH2+])N1. The HOMO-LUMO gap comes out at 11.85 eV.